Below is 15 unconnected molecules or ions with the total composition C72H168B3Cl3F12N9O3, with properties calculated with ωB97M-V/def2-TZVPD.

Each atom is followed by the atoms it is bonded to, with distances in Å.
Positions of all 270 atoms, in Å:
1 C 6.6144 2.0654 3.7538  C2 1.563, H11 1.090, H12 1.090, H13 1.090
2 C 7.3966 3.1763 4.5268  C1 1.563, N3 1.579, H14 1.090, H15 1.090
3 N 7.0090 4.6680 4.1856  C2 1.579, C4 1.570, C5 1.587, C7 1.539
4 C 5.4468 4.6934 4.3394  N3 1.570, H16 1.090, H17 1.090, H18 1.090
5 C 7.6178 5.8183 5.0935  N3 1.587, C6 1.517, H19 1.090, H20 1.090
6 C 7.2698 5.9043 6.5678  C5 1.517, H21 1.090, H22 1.090, H23 1.090
7 C 7.3797 4.9733 2.7236  N3 1.539, C8 1.560, H24 1.090, H25 1.090
8 C 8.8880 4.9158 2.3299  C7 1.560, O9 1.454, H26 1.090, H27 1.090
9 O 9.3358 3.5974 1.9093  C8 1.454, C10 1.470
10 C 10.5493 3.7152 1.0885  O9 1.470, H28 1.090, H29 1.090, H30 1.090
11 H 5.6284 1.9470 4.2031  C1 1.090
12 H 7.1518 1.1203 3.8311  C1 1.090
13 H 6.5267 2.2176 2.6781  C1 1.090
14 H 8.4251 3.0225 4.2001  C2 1.090
15 H 7.5833 3.0319 5.5909  C2 1.090
16 H 4.8434 4.2133 3.5690  C4 1.090
17 H 5.2550 5.7651 4.2860  C4 1.090
18 H 5.1209 4.4409 5.3484  C4 1.090
19 H 7.4909 6.7922 4.6207  C5 1.090
20 H 8.6956 5.6571 5.1148  C5 1.090
21 H 6.1999 5.8581 6.7709  C6 1.090
22 H 7.3327 6.8506 7.1051  C6 1.090
23 H 7.8274 5.1111 7.0658  C6 1.090
24 H 7.0156 5.9574 2.4284  C7 1.090
25 H 6.8335 4.2661 2.0994  C7 1.090
26 H 9.5031 5.0044 3.2254  C8 1.090
27 H 9.2279 5.7081 1.6629  C8 1.090
28 H 10.3405 4.3490 0.2267  C10 1.090
29 H 10.7829 2.6996 0.7690  C10 1.090
30 H 11.4621 4.1171 1.5284  C10 1.090
31 C 5.5457 -10.7879 1.3138  C32 1.558, H41 1.090, H42 1.090, H43 1.090
32 C 5.5610 -10.9465 -0.2360  C31 1.558, N33 1.587, H44 1.090, H45 1.090
33 N 6.6460 -10.0998 -1.0256  C32 1.587, C34 1.583, C35 1.584, C37 1.564
34 C 8.1347 -10.3081 -0.5292  N33 1.583, H46 1.090, H47 1.090, H48 1.090
35 C 6.6348 -10.5140 -2.5544  N33 1.584, C36 1.536, H49 1.090, H50 1.090
36 C 6.7109 -12.0152 -2.8709  C35 1.536, H51 1.090, H52 1.090, H53 1.090
37 C 6.1189 -8.6341 -0.8837  N33 1.564, C38 1.528, H54 1.090, H55 1.090
38 C 6.9594 -7.5323 -1.5269  C37 1.528, O39 1.366, H56 1.090, H57 1.090
39 O 8.1945 -7.4897 -0.9453  C38 1.366, C40 1.368
40 C 8.7687 -6.2479 -0.9342  O39 1.368, H58 1.090, H59 1.090, H60 1.090
41 H 6.4618 -11.1650 1.7685  C31 1.090
42 H 4.6653 -11.2983 1.7041  C31 1.090
43 H 5.5234 -9.7675 1.6964  C31 1.090
44 H 4.5538 -10.7389 -0.5971  C32 1.090
45 H 5.8307 -11.9809 -0.4493  C32 1.090
46 H 8.3486 -11.3736 -0.6130  C34 1.090
47 H 8.2291 -9.7582 0.4072  C34 1.090
48 H 8.8909 -9.8728 -1.1825  C34 1.090
49 H 7.3964 -9.9514 -3.0944  C35 1.090
50 H 5.7605 -10.0426 -3.0034  C35 1.090
51 H 5.7534 -12.4586 -2.5975  C36 1.090
52 H 7.4524 -12.5648 -2.2912  C36 1.090
53 H 6.9637 -12.1559 -3.9218  C36 1.090
54 H 5.8522 -8.3600 0.1370  C37 1.090
55 H 5.1459 -8.7347 -1.3646  C37 1.090
56 H 6.3990 -6.6261 -1.2971  C38 1.090
57 H 6.8922 -7.7848 -2.5851  C38 1.090
58 H 9.3410 -6.0605 -1.8428  C40 1.090
59 H 9.5285 -6.3038 -0.1547  C40 1.090
60 H 8.0111 -5.4657 -0.8857  C40 1.090
61 C -0.4930 2.5385 -6.8730  C62 1.596, H71 1.090, H72 1.090, H73 1.090
62 C 0.4407 1.5305 -6.0605  C61 1.596, N63 1.588, H74 1.090, H75 1.090
63 N -0.2527 0.6233 -4.9575  C62 1.588, C64 1.525, C65 1.552, C67 1.554
64 C -1.3300 -0.0446 -5.8045  N63 1.525, H76 1.090, H77 1.090, H78 1.090
65 C 0.7945 -0.4142 -4.4712  N63 1.552, C66 1.569, H79 1.090, H80 1.090
66 C 2.0105 0.3318 -3.8183  C65 1.569, H81 1.090, H82 1.090, H83 1.090
67 C -0.8790 1.5405 -3.8713  N63 1.554, C68 1.550, H84 1.090, H85 1.090
68 C -1.6556 0.7652 -2.7769  C67 1.550, O69 1.418, H86 1.090, H87 1.090
69 O -0.7339 0.0803 -1.9456  C68 1.418, C70 1.384
70 C -1.4199 -0.5729 -0.9362  O69 1.384, H88 1.090, H89 1.090, H90 1.090
71 H -1.1787 2.0550 -7.5689  C61 1.090
72 H 0.0819 3.3458 -7.3267  C61 1.090
73 H -1.1435 3.0709 -6.1791  C61 1.090
74 H 1.1400 2.1778 -5.5312  C62 1.090
75 H 1.0652 0.9253 -6.7177  C62 1.090
76 H -1.7705 -0.7389 -5.0889  C64 1.090
77 H -0.9196 -0.6396 -6.6204  C64 1.090
78 H -2.0784 0.7120 -6.0399  C64 1.090
79 H 1.2189 -0.9936 -5.2911  C65 1.090
80 H 0.2959 -1.1412 -3.8302  C65 1.090
81 H 2.8489 -0.3615 -3.7516  C66 1.090
82 H 1.8136 0.6027 -2.7811  C66 1.090
83 H 2.4750 1.1420 -4.3802  C66 1.090
84 H -1.5793 2.1048 -4.4871  C67 1.090
85 H -0.0973 2.2736 -3.6724  C67 1.090
86 H -2.3815 0.0106 -3.0797  C68 1.090
87 H -2.1393 1.5194 -2.1560  C68 1.090
88 H -2.0643 0.1578 -0.4474  C70 1.090
89 H -0.7840 -1.0067 -0.1644  C70 1.090
90 H -2.1255 -1.3607 -1.2000  C70 1.090
91 C -9.0877 -14.3665 -3.3291  C92 1.560, H100 1.090, H101 1.090, H102 1.090
92 C -8.0379 -13.2557 -3.6412  C91 1.560, C93 1.522, H103 1.090, H104 1.090
93 C -8.0268 -12.0795 -2.6755  C92 1.522, N94 1.537, H105 1.090, H106 1.090
94 N -6.8146 -11.1560 -2.8781  C93 1.537, C95 1.587, C96 1.590, C99 1.528
95 C -5.3934 -11.8546 -2.7669  N94 1.587, H107 1.090, H108 1.090, H109 1.090
96 C -6.8229 -9.9208 -1.8766  N94 1.590, C97 1.544, H110 1.090, H111 1.090
97 C -6.0953 -8.7686 -2.6015  C96 1.544, C98 1.587, H112 1.090, H113 1.090
98 C -6.1640 -9.1058 -4.1509  C97 1.587, C99 1.501, H114 1.090, H115 1.090
99 C -6.8322 -10.4476 -4.2320  N94 1.528, C98 1.501, H116 1.090, H117 1.090
100 H -10.0535 -14.1702 -2.8634  C91 1.090
101 H -8.5771 -15.0124 -2.6149  C91 1.090
102 H -9.2945 -15.0313 -4.1678  C91 1.090
103 H -8.3370 -12.6975 -4.5283  C92 1.090
104 H -7.0421 -13.6480 -3.8474  C92 1.090
105 H -7.9715 -12.2773 -1.6050  C93 1.090
106 H -8.9474 -11.5270 -2.8635  C93 1.090
107 H -4.6546 -11.0813 -2.9776  C95 1.090
108 H -5.3201 -12.5810 -3.5762  C95 1.090
109 H -5.2987 -12.3828 -1.8181  C95 1.090
110 H -6.4057 -10.2378 -0.9208  C96 1.090
111 H -7.8662 -9.6070 -1.8428  C96 1.090
112 H -5.0245 -8.7290 -2.4018  C97 1.090
113 H -6.4970 -7.7805 -2.3766  C97 1.090
114 H -5.2124 -9.1858 -4.6764  C98 1.090
115 H -6.6823 -8.2994 -4.6697  C98 1.090
116 H -6.5477 -11.1753 -4.9920  C99 1.090
117 H -7.9103 -10.3132 -4.3193  C99 1.090
118 C -2.1725 14.3695 -2.9807  C119 1.510, H127 1.090, H128 1.090, H129 1.090
119 C -3.1100 13.9763 -4.0970  C118 1.510, C120 1.547, H130 1.090, H131 1.090
120 C -2.3407 13.0280 -5.0469  C119 1.547, N121 1.546, H132 1.090, H133 1.090
121 N -2.7627 12.6580 -6.4869  C120 1.546, C122 1.633, C123 1.539, C126 1.567
122 C -1.6571 11.7128 -7.2293  N121 1.633, H134 1.090, H135 1.090, H136 1.090
123 C -3.1470 13.9100 -7.2959  N121 1.539, C124 1.581, H137 1.090, H138 1.090
124 C -4.6623 14.2140 -6.9639  C123 1.581, C125 1.554, H139 1.090, H140 1.090
125 C -5.2939 12.8208 -6.6900  C124 1.554, C126 1.489, H141 1.090, H142 1.090
126 C -4.1443 11.9277 -6.3772  N121 1.567, C125 1.489, H143 1.090, H144 1.090
127 H -1.6166 13.5480 -2.5289  C118 1.090
128 H -2.5172 15.0968 -2.2456  C118 1.090
129 H -1.3720 15.0430 -3.2870  C118 1.090
130 H -3.3054 14.8427 -4.7289  C119 1.090
131 H -3.9686 13.4353 -3.6993  C119 1.090
132 H -2.1573 12.0560 -4.5890  C120 1.090
133 H -1.3765 13.5181 -5.1817  C120 1.090
134 H -1.9417 11.2305 -8.1645  C122 1.090
135 H -1.2808 10.8870 -6.6254  C122 1.090
136 H -0.8769 12.4233 -7.5024  C122 1.090
137 H -2.9419 13.7494 -8.3543  C123 1.090
138 H -2.4105 14.6701 -7.0349  C123 1.090
139 H -5.0577 14.6686 -7.8722  C124 1.090
140 H -4.8656 14.8932 -6.1360  C124 1.090
141 H -5.7020 12.4743 -7.6395  C125 1.090
142 H -5.9916 12.8421 -5.8528  C125 1.090
143 H -4.2287 11.0408 -7.0052  C126 1.090
144 H -4.2436 11.5190 -5.3716  C126 1.090
145 C -7.2771 11.4568 7.3471  C146 1.485, H154 1.090, H155 1.090, H156 1.090
146 C -6.8262 10.4690 6.3337  C145 1.485, C147 1.594, H157 1.090, H158 1.090
147 C -7.9703 10.1022 5.2856  C146 1.594, N148 1.595, H159 1.090, H160 1.090
148 N -7.4346 9.1573 4.1180  C147 1.595, C149 1.538, C150 1.589, C153 1.572
149 C -8.6302 8.7065 3.2620  N148 1.538, H161 1.090, H162 1.090, H163 1.090
150 C -6.2788 9.8419 3.2684  N148 1.589, C151 1.545, H164 1.090, H165 1.090
151 C -5.0069 8.9652 3.2977  C150 1.545, C152 1.553, H166 1.090, H167 1.090
152 C -5.6549 7.5925 3.6234  C151 1.553, C153 1.498, H168 1.090, H169 1.090
153 C -6.6922 7.8841 4.6645  N148 1.572, C152 1.498, H170 1.090, H171 1.090
154 H -8.3079 11.2857 7.6575  C145 1.090
155 H -7.4112 12.4020 6.8211  C145 1.090
156 H -6.5339 11.5360 8.1405  C145 1.090
157 H -6.6744 9.5421 6.8869  C146 1.090
158 H -5.8131 10.6781 5.9903  C146 1.090
159 H -8.3018 10.9875 4.7429  C147 1.090
160 H -8.7846 9.5857 5.7937  C147 1.090
161 H -8.2212 8.0013 2.5385  C149 1.090
162 H -8.8924 9.5719 2.6533  C149 1.090
163 H -9.5643 8.3739 3.7148  C149 1.090
164 H -6.5776 10.0720 2.2457  C150 1.090
165 H -6.1854 10.8001 3.7794  C150 1.090
166 H -4.5668 8.9631 2.3005  C151 1.090
167 H -4.2896 9.2062 4.0822  C151 1.090
168 H -6.0797 7.2016 2.6989  C152 1.090
169 H -5.0035 6.8228 4.0373  C152 1.090
170 H -7.4464 7.1155 4.8333  C153 1.090
171 H -6.1707 8.0799 5.6014  C153 1.090
172 C -10.8592 -7.7764 10.3472  C173 1.517, H181 1.090, H182 1.090, H183 1.090
173 C -9.5502 -7.0659 10.0575  C172 1.517, C174 1.532, H184 1.090, H185 1.090
174 C -9.6104 -5.5360 10.0101  C173 1.532, N175 1.557, H186 1.090, H187 1.090
175 N -9.8001 -4.8562 8.6219  C174 1.557, C176 1.516, C177 1.539, C180 1.509
176 C -11.1476 -5.2941 8.0832  N175 1.516, H188 1.090, H189 1.090, H190 1.090
177 C -8.6067 -5.1731 7.7037  N175 1.539, C178 1.540, H191 1.090, H192 1.090
178 C -7.5610 -4.1261 8.1307  C177 1.540, C179 1.560, H193 1.090, H194 1.090
179 C -8.3022 -2.9171 8.7819  C178 1.560, C180 1.550, H195 1.090, H196 1.090
180 C -9.7894 -3.3503 8.7234  N175 1.509, C179 1.550, H197 1.090, H198 1.090
181 H -11.3961 -7.5006 11.2548  C172 1.090
182 H -10.7541 -8.8482 10.5153  C172 1.090
183 H -11.4442 -7.6870 9.4318  C172 1.090
184 H -9.2423 -7.4672 9.0919  C173 1.090
185 H -8.6938 -7.3324 10.6769  C173 1.090
186 H -8.6123 -5.2622 10.3521  C174 1.090
187 H -10.4132 -5.1531 10.6403  C174 1.090
188 H -11.3606 -4.6603 7.2224  C176 1.090
189 H -11.9615 -5.0798 8.7758  C176 1.090
190 H -11.0731 -6.3409 7.7887  C176 1.090
191 H -8.9246 -4.7960 6.7316  C177 1.090
192 H -8.2923 -6.2145 7.6351  C177 1.090
193 H -6.8142 -3.7817 7.4152  C178 1.090
194 H -7.0138 -4.5475 8.9739  C178 1.090
195 H -8.0028 -1.9916 8.2898  C179 1.090
196 H -7.9243 -2.8344 9.8009  C179 1.090
197 H -10.4902 -2.9437 7.9943  C180 1.090
198 H -10.3438 -3.1519 9.6407  C180 1.090
199 C 10.1876 4.3981 -8.6498  C200 1.528, H208 1.090, H209 1.090, H210 1.090
200 C 11.5918 3.7970 -8.6372  C199 1.528, C201 1.593, H211 1.090, H212 1.090
201 C 12.0565 3.4371 -10.1181  C200 1.593, N202 1.601, H213 1.090, H214 1.090
202 N 13.5789 2.9446 -10.1617  C201 1.601, C203 1.619, C204 1.552, C207 1.489
203 C 13.5777 1.5206 -9.3914  N202 1.619, H215 1.090, H216 1.090, H217 1.090
204 C 14.5418 4.0082 -9.5693  N202 1.552, C205 1.483, H218 1.090, H219 1.090
205 C 15.7331 3.8536 -10.4385  C204 1.483, C206 1.550, H220 1.090, H221 1.090
206 C 15.4385 2.9028 -11.6269  C205 1.550, C207 1.468, H222 1.090, H223 1.090
207 C 13.9749 2.7925 -11.5890  N202 1.489, C206 1.468, H224 1.090, H225 1.090
208 H 9.3423 3.8195 -9.0224  C199 1.090
209 H 10.1814 5.4012 -9.0763  C199 1.090
210 H 9.9623 4.6480 -7.6130  C199 1.090
211 H 11.5079 2.9062 -8.0147  C200 1.090
212 H 12.4086 4.4213 -8.2750  C200 1.090
213 H 12.1010 4.3345 -10.7352  C201 1.090
214 H 11.4224 2.7105 -10.6262  C201 1.090
215 H 14.5915 1.1529 -9.5503  C203 1.090
216 H 12.8112 0.8238 -9.7306  C203 1.090
217 H 13.5077 1.8213 -8.3461  C203 1.090
218 H 14.5832 3.6069 -8.5567  C204 1.090
219 H 14.0777 4.9912 -9.6498  C204 1.090
220 H 16.5427 3.3762 -9.8864  C205 1.090
221 H 16.0937 4.7834 -10.8785  C205 1.090
222 H 15.8741 1.9036 -11.6335  C206 1.090
223 H 15.6828 3.3990 -12.5661  C206 1.090
224 H 13.5900 1.8090 -11.8585  C207 1.090
225 H 13.4691 3.5916 -12.1309  C207 1.090
226 C 0.5489 -1.6699 9.3543  C227 1.599, H235 1.090, H236 1.090, H237 1.090
227 C 1.7225 -2.7366 9.5579  C226 1.599, C228 1.569, H238 1.090, H239 1.090
228 C 1.2679 -4.2345 9.4558  C227 1.569, N229 1.559, H240 1.090, H241 1.090
229 N 2.4429 -5.2577 9.4032  C228 1.559, C230 1.545, C231 1.583, C234 1.548
230 C 3.1030 -5.1157 8.0139  N229 1.545, H242 1.090, H243 1.090, H244 1.090
231 C 3.4430 -5.0827 10.6175  N229 1.583, C232 1.504, H245 1.090, H246 1.090
232 C 4.2640 -6.3335 10.7731  C231 1.504, C233 1.529, H247 1.090, H248 1.090
233 C 3.2962 -7.4130 10.2879  C232 1.529, C234 1.613, H249 1.090, H250 1.090
234 C 2.0085 -6.7311 9.5955  N229 1.548, C233 1.613, H251 1.090, H252 1.090
235 H -0.3622 -1.8609 9.9213  C226 1.090
236 H 0.0517 -1.7495 8.3875  C226 1.090
237 H 0.8330 -0.6194 9.4163  C226 1.090
238 H 2.1112 -2.6526 10.5727  C227 1.090
239 H 2.4729 -2.4953 8.8050  C227 1.090
240 H 0.6360 -4.2578 8.5680  C228 1.090
241 H 0.6524 -4.5010 10.3151  C228 1.090
242 H 3.8953 -5.8634 7.9777  C230 1.090
243 H 3.5833 -4.1391 7.9520  C230 1.090
244 H 2.3231 -5.2615 7.2665  C230 1.090
245 H 4.0782 -4.2378 10.3513  C231 1.090
246 H 2.8864 -4.7054 11.4753  C231 1.090
247 H 4.9863 -6.1932 9.9690  C232 1.090
248 H 4.9445 -6.5210 11.6037  C232 1.090
249 H 3.8125 -8.1690 9.6964  C233 1.090
250 H 3.0693 -8.0279 11.1589  C233 1.090
251 H 1.7053 -7.2996 8.7163  C234 1.090
252 H 1.1664 -6.8221 10.2815  C234 1.090
253 Cl 1.5645 -6.9548 -8.3598  no bonds
254 Cl 7.2957 -2.2387 -8.0815  no bonds
255 Cl 3.0271 7.9633 -2.5518  no bonds
256 B -9.8078 -2.8116 -7.0549  F257 1.406, F258 1.346, F259 1.388, F260 1.385
257 F -9.6987 -4.0886 -7.6337  B256 1.406
258 F -10.4673 -2.8842 -5.8833  B256 1.346
259 F -8.6499 -2.0716 -6.8625  B256 1.388
260 F -10.5919 -1.9772 -7.8345  B256 1.385
261 B -8.2494 5.7648 -4.4864  F262 1.381, F263 1.362, F264 1.404, F265 1.423
262 F -8.0450 4.4007 -4.4170  B261 1.381
263 F -8.2072 6.1784 -5.7829  B261 1.362
264 F -9.5070 6.1113 -3.9660  B261 1.404
265 F -7.3347 6.4403 -3.6310  B261 1.423
266 B -10.0680 -0.1069 0.9844  F267 1.340, F268 1.396, F269 1.309, F270 1.364
267 F -11.3487 -0.4451 0.7805  B266 1.340
268 F -9.9005 1.1648 0.4326  B266 1.396
269 F -9.6504 -0.2800 2.2131  B266 1.309
270 F -9.2793 -0.7935 0.1094  B266 1.364

Properties
E_LUMO, eV: -5.059
Net charge: +3
Gap between HOMO and LUMO, eV: 1.7
Electronic energy, eV: -169118.9368
HOMO level, eV: -6.75

Results of the Löwdin charge analysis, in e, for atoms 1 through 8: -0.0511, -0.1250, -0.1944, 0.0187, -0.1393, -0.0694, -0.0680, -0.1658